A cluster of 2 separate species, C2H8N2S in total. Source: the Open Molecules 2025 dataset; level of theory: ωB97M-V/def2-TZVPD.

```
13
Properties=species:S:1:pos:R:3:forces:R:3
H 1.001444 1.435641 -0.722139 -0.98 -0.28 -0.85
N 0.446613 0.568265 -0.856329 1.28 -1.23 1.10
C 0.751922 -0.149289 -1.863753 -0.11 1.55 -1.40
N 1.339229 0.413593 -3.029795 0.28 -1.23 1.97
H 0.527863 -1.250196 -1.910195 -0.21 1.27 -0.13
H 1.062051 0.110615 -3.929649 -0.03 -0.33 -0.62
H 1.708005 1.338862 -2.921672 -0.23 0.23 -0.23
C -1.427348 -0.696736 2.845839 0.07 0.83 -1.92
S -0.220061 0.648372 2.474570 -0.66 0.16 1.77
H -1.755428 -0.347582 3.772243 -0.69 -0.67 1.83
H -0.877648 -1.602131 2.724201 0.15 -0.79 0.87
H -2.296855 -0.788481 2.158685 0.61 0.66 0.29
H -0.259788 0.319064 1.257994 0.51 -0.15 -2.69
```
Positions in Å, forces in eV/Å.

Values from the calculation:
Total charge: 0
SMILES: [H]/N=C\N.CS
Energy above the lowest of the compared OMol25 structures with the same formula, charge and spin, kcal per mole: 20.7
Total energy, hartree: -588.64685

=====

A cluster of 2 separate species, C2H8N2S in total. Source: the Open Molecules 2025 dataset; level of theory: ωB97M-V/def2-TZVPD.

```
13
Properties=species:S:1:pos:R:3:forces:R:3
N -0.481325 1.603021 -0.666366 0.99 -0.11 0.11
C 0.506650 0.563467 -0.428765 -0.53 0.39 -0.28
C 0.674320 0.001365 0.756302 0.05 -0.28 0.14
N 1.601983 -0.992118 1.077032 0.16 0.10 0.19
H -0.085160 2.235621 -1.355240 -0.23 -0.08 -0.19
H -0.505486 2.176204 0.170941 -0.35 -0.05 0.08
H 1.044913 0.216474 -1.302699 0.00 0.04 -0.03
H 0.069642 0.320332 1.595353 -0.01 0.11 0.08
H 2.009073 -1.500977 0.311235 -0.04 -0.05 -0.06
H 1.344086 -1.580039 1.850141 -0.03 -0.10 -0.06
S -2.563973 -1.382585 -0.603270 -0.19 0.08 -0.05
H -2.366154 -0.075746 -0.845718 -0.01 0.01 0.03
H -1.248571 -1.585019 -0.558947 0.18 -0.08 0.04
```
Positions in Å, forces in eV/Å.

Values from the calculation:
Total charge: 0
SMILES: N/C=C/N.S
Energy above the lowest of the compared OMol25 structures with the same formula, charge and spin, kcal per mole: 9.3
Total energy, hartree: -588.66510

=====

A cluster of 2 separate species, C2H8N2S in total. Source: the Open Molecules 2025 dataset; level of theory: ωB97M-V/def2-TZVPD.

```
13
Properties=species:S:1:pos:R:3:forces:R:3
C -1.336798 -1.437075 0.330883 1.63 -0.14 -0.94
S -1.696928 -0.129146 -0.896514 -0.88 -1.28 0.42
H -2.160083 -1.950787 0.748234 -1.11 -0.26 0.40
H -0.673424 -2.203905 -0.079303 -0.42 -0.36 -0.69
H -0.664293 -1.141832 1.113070 -0.12 0.88 1.03
N 1.488991 0.564417 0.829805 -1.21 -0.27 -2.87
C 1.043049 0.480113 -0.535659 -2.03 4.36 3.87
N 0.436819 1.606300 -1.070799 0.75 -1.04 0.87
H 1.173289 1.380158 1.422095 0.41 -1.50 -1.26
H 1.647090 -0.321829 1.332138 -0.02 0.87 -0.60
H 1.069692 -0.407214 -1.120964 0.41 -0.60 -0.21
H -0.369756 1.287602 -1.721672 1.80 0.46 1.23
H 0.042352 2.273204 -0.351315 0.79 -1.14 -1.25
```
Positions in Å, forces in eV/Å.

Values from the calculation:
Total charge: 0
Energy above the lowest of the compared OMol25 structures with the same formula, charge and spin, kcal per mole: 56.9
Total energy, hartree: -588.58922

=====

A cluster of 2 separate species, C2H8N2S2 in total. Source: the Open Molecules 2025 dataset; level of theory: ωB97M-V/def2-TZVPD.

```
14
Properties=species:S:1:pos:R:3:forces:R:3
H 1.418233 1.053305 -0.710515 -0.79 -0.32 0.11
N 1.818587 0.747031 0.171914 0.89 0.41 0.37
C 2.203135 -0.458428 0.153872 -0.04 -0.05 -1.40
N 1.825391 -1.414381 -0.793092 0.77 0.95 0.94
H 2.992962 -0.815180 0.800926 -0.14 -0.01 0.73
H 0.869707 -1.273430 -1.068495 -0.04 -0.67 -0.55
H 2.194191 -2.322433 -0.566731 -0.63 -0.32 -0.36
C -2.183831 1.493873 0.502739 0.23 0.24 -0.01
S -2.056333 0.450533 -0.964857 -0.20 -0.36 0.20
S -1.893743 -1.421137 -0.040552 0.04 0.76 -0.46
H -1.279512 1.410816 1.100344 -0.04 -0.18 0.12
H -3.073030 1.240749 1.064259 -0.06 -0.09 0.18
H -2.249313 2.537850 0.200062 -0.10 0.00 -0.29
H -0.586442 -1.229170 0.150122 0.09 -0.36 0.41
```
Positions in Å, forces in eV/Å.

Values from the calculation:
Total charge: 0
SMILES: [H]/N=C\N.CSS
Energy above the lowest of the compared OMol25 structures with the same formula, charge and spin, kcal per mole: 12.2
Total energy, hartree: -986.86321